{"formula": "C10H15BClIrO2Zr", "method": "ωB97M-V with the def2-TZVPD basis set", "species": ["Ir", "Cl", "C", "H", "H", "H", "Zr", "C", "C", "C", "H", "H", "H", "H", "H", "H", "H", "H", "O", "B", "O", "C", "C", "C", "C", "C", "C", "H", "H", "H", "H"], "coordinates": [[0.059, 0.115, -0.028], [-0.279, -1.412, 1.594], [1.898, -0.428, -0.456], [2.410, 0.469, -0.837], [1.946, -1.208, -1.233], [2.442, -0.786, 0.432], [-1.973, -2.023, 0.130], [-3.780, -1.422, 0.931], [-1.901, -4.020, -0.418], [-1.181, -0.718, -1.305], [-1.699, -4.045, -1.494], [-1.137, -4.549, 0.146], [-2.906, -4.414, -0.201], [-4.169, -0.636, 0.274], [-4.427, -2.311, 0.899], [-3.656, -1.060, 1.951], [-0.693, -1.155, -2.130], [-2.006, -0.039, -1.457], [0.768, 3.039, 0.022], [0.753, 1.846, 0.845], [1.775, 1.975, 1.872], [2.345, 3.193, 1.648], [3.364, 3.804, 2.325], [3.805, 5.058, 1.884], [3.221, 5.667, 0.772], [2.175, 5.040, 0.089], [1.749, 3.819, 0.536], [3.823, 3.317, 3.188], [4.625, 5.561, 2.410], [3.578, 6.643, 0.424], [1.711, 5.500, -0.785]], "lowdin_spin": [1.991, 0.314, 0.299, 0.048, 0.044, 0.025, 0.240, 0.011, 0.019, 0.404, 0.005, 0.003, 0.002, 0.002, 0.000, 0.002, 0.050, 0.059, 0.079, 0.308, 0.061, 0.010, 0.003, 0.004, 0.003, 0.004, 0.008, 0.000, 0.000, 0.000, 0.000], "spin_multiplicity": 5, "s_squared": 6.012, "homo_ev": [-6.1, -8.2], "lumo_ha": [0.005, -0.079], "gap_ev": [6.21, 6.10], "total_energy_ev": -32021.4649}